Molecular formula: C45H38ClF3N7O5P2S2Se2W
Method: DFT, the ωB97M-V functional and the def2-TZVPD basis

**HOMO-LUMO gap**: 5.76 eV
**Total charge**: +1
**E_tot**: -261386.50801 eV
**Strongest force on any atom**: 0.8 eV Å⁻¹
**Energy above the lowest of the compared OMol25 structures with the same formula, charge and spin**: 2.336 eV

Geometry as XYZ:
```
106
Properties=species:S:1:pos:R:3:lowdin_charge:R:1
W 0.17 0.27 1.48 1.05
Cl -1.75 0.79 -1.93 0.70
C -1.92 1.18 -3.63 -0.64
C -2.72 2.26 -3.96 -0.11
C -2.87 2.61 -5.29 -0.07
C -2.22 1.88 -6.27 -0.07
C -1.41 0.81 -5.92 -0.06
C -1.24 0.43 -4.58 -0.39
P -0.20 -1.00 -4.07 1.06
C 0.26 -1.72 -5.69 -0.41
C -0.59 -2.71 -6.19 -0.11
C -0.34 -3.30 -7.42 -0.08
C 0.77 -2.91 -8.16 -0.08
C 1.62 -1.93 -7.66 -0.07
C 1.37 -1.34 -6.44 -0.09
C 1.36 -0.16 -3.59 -0.43
C 2.47 -0.98 -3.38 -0.15
C 3.68 -0.44 -2.97 -0.07
C 3.80 0.93 -2.75 -0.09
C 2.70 1.75 -2.96 -0.08
C 1.49 1.21 -3.39 -0.09
H -3.22 2.82 -3.17 0.10
H -3.50 3.45 -5.55 0.11
H -2.33 2.15 -7.31 0.11
H -0.90 0.25 -6.69 0.10
H -1.44 -3.03 -5.60 0.10
H -1.01 -4.06 -7.80 0.10
H 0.97 -3.37 -9.12 0.11
H 2.49 -1.63 -8.23 0.11
H 2.04 -0.58 -6.06 0.11
H 2.39 -2.05 -3.53 0.10
H 4.53 -1.09 -2.82 0.11
H 4.74 1.35 -2.44 0.10
H 2.78 2.82 -2.79 0.11
H 0.65 1.88 -3.56 0.10
Se 1.41 -0.90 2.87 0.57
P 1.38 -3.20 0.69 0.72
Se 0.64 -1.37 -0.42 0.48
C -0.14 -4.16 1.01 -0.41
C -1.44 -3.43 0.86 -0.25
C -2.73 -4.16 1.32 -0.17
C -2.54 -5.54 1.86 -0.04
C -1.33 -6.11 1.92 -0.06
C -0.11 -5.40 1.49 -0.07
C 2.13 -4.11 -0.70 -0.46
C 1.35 -4.63 -1.74 -0.10
C 1.96 -5.21 -2.84 -0.07
C 3.35 -5.28 -2.91 -0.07
C 4.13 -4.77 -1.87 -0.08
C 3.52 -4.18 -0.78 -0.11
H -1.52 -3.02 -0.14 0.11
H -3.50 -4.17 0.53 0.15
H -3.42 -6.09 2.18 0.11
H -1.23 -7.12 2.29 0.10
H 0.83 -5.92 1.62 0.11
H 0.27 -4.57 -1.69 0.11
H 1.36 -5.60 -3.65 0.11
H 3.83 -5.73 -3.77 0.11
H 5.21 -4.83 -1.92 0.11
H 4.12 -3.77 0.02 0.10
N -7.27 3.30 1.31 0.13
C -5.94 3.12 1.56 -0.31
C -5.46 3.02 2.87 -0.01
C -4.12 2.83 3.13 -0.04
C -3.23 2.68 2.06 -0.30
C -3.68 2.80 0.75 -0.09
C -5.02 3.02 0.50 -0.03
S -1.51 2.51 2.35 0.68
O -1.01 3.67 2.99 -0.21
O -0.95 2.15 1.00 -0.47
N -1.10 1.10 3.01 -0.26
C -1.42 0.71 4.31 -0.45
N -1.15 -0.55 4.62 0.09
C -1.41 -0.92 5.87 -0.10
C -1.94 -0.05 6.81 -0.03
C -2.21 1.24 6.36 -0.09
N -1.96 1.63 5.12 0.13
H -7.88 3.56 2.07 0.11
H -7.57 3.56 0.39 0.11
H -6.15 3.12 3.70 0.12
H -3.76 2.80 4.14 0.10
H -2.99 2.73 -0.08 0.09
H -5.37 3.11 -0.52 0.12
H -1.19 -1.95 6.13 0.12
H -2.14 -0.35 7.82 0.11
H -2.64 1.98 7.02 0.12
F 3.95 0.56 0.72 0.14
C 3.83 1.85 1.03 -0.66
F 4.57 2.57 0.21 0.17
F 4.23 2.04 2.27 0.17
S 2.04 2.36 0.89 0.59
O 2.01 3.66 0.35 -0.18
O 1.48 2.09 2.23 -0.41
O 1.40 1.27 0.07 -0.55
N -5.16 -0.52 0.77 0.17
C -4.08 -1.19 1.30 -0.35
C -2.78 -0.50 1.09 -0.04
N -1.66 -0.97 1.46 -0.09
C -1.66 -2.36 1.94 -0.24
C -3.03 -3.00 2.30 -0.20
N -4.22 -2.26 1.96 0.16
H -5.08 0.48 0.63 0.07
H -6.06 -0.86 1.07 0.11
H -2.81 0.50 0.67 0.06
H -0.94 -2.40 2.76 0.09
H -3.09 -3.31 3.35 0.15
```



Molecular formula: C45H38ClF3N7O5P2S2Se2W
Method: DFT, the ωB97M-V functional and the def2-TZVPD basis

**HOMO-LUMO gap (spin up / spin down)**: 6.78 / 6.90 eV
**Total charge**: +1
**E_tot**: -261388.84371 eV
**Strongest force on any atom**: 2.0 eV Å⁻¹
**Energy above the lowest of the compared OMol25 structures with the same formula, charge and spin**: 0.000 eV

Geometry as XYZ:
```
106
Properties=species:S:1:pos:R:3:lowdin_charge:R:1
W -0.52 0.07 1.08 1.07
Cl 1.52 1.15 -3.17 0.77
C 2.05 -0.49 -3.38 -0.64
C 2.06 -0.98 -4.68 -0.11
C 2.48 -2.27 -4.92 -0.07
C 2.90 -3.06 -3.87 -0.07
C 2.91 -2.56 -2.58 -0.09
C 2.47 -1.27 -2.30 -0.36
P 2.50 -0.52 -0.60 1.08
C 3.88 0.66 -0.91 -0.39
C 5.12 0.17 -1.34 -0.09
C 6.16 1.03 -1.64 -0.06
C 5.97 2.40 -1.53 -0.07
C 4.74 2.90 -1.14 -0.08
C 3.71 2.03 -0.83 -0.16
C 3.32 -1.80 0.42 -0.42
C 2.69 -3.05 0.56 -0.18
C 3.18 -4.00 1.43 -0.08
C 4.29 -3.72 2.21 -0.07
C 4.90 -2.48 2.11 -0.07
C 4.42 -1.53 1.21 -0.10
H 1.74 -0.33 -5.49 0.11
H 2.48 -2.66 -5.94 0.11
H 3.25 -4.07 -4.05 0.11
H 3.28 -3.18 -1.78 0.09
H 5.26 -0.90 -1.44 0.11
H 7.11 0.63 -1.97 0.11
H 6.78 3.08 -1.78 0.11
H 4.58 3.97 -1.08 0.11
H 2.74 2.43 -0.55 0.05
H 1.80 -3.26 -0.02 0.08
H 2.69 -4.97 1.50 0.11
H 4.68 -4.46 2.90 0.11
H 5.77 -2.25 2.72 0.11
H 4.92 -0.57 1.15 0.09
Se 0.80 -1.21 2.64 0.52
P 1.87 0.66 3.28 0.46
Se 0.96 1.98 1.74 0.50
C 1.22 1.09 4.92 -0.41
C 1.24 2.43 5.31 -0.09
C 0.78 2.79 6.56 -0.06
C 0.30 1.82 7.43 -0.06
C 0.29 0.49 7.05 -0.06
C 0.75 0.12 5.79 -0.10
C 3.65 0.90 3.42 -0.39
C 4.31 1.84 2.64 -0.10
C 5.68 2.02 2.81 -0.06
C 6.38 1.26 3.73 -0.06
C 5.71 0.32 4.51 -0.07
C 4.35 0.13 4.36 -0.09
H 1.61 3.19 4.62 0.10
H 0.78 3.83 6.85 0.11
H -0.07 2.11 8.41 0.11
H -0.09 -0.27 7.73 0.11
H 0.70 -0.92 5.49 0.08
H 3.78 2.42 1.90 0.06
H 6.20 2.75 2.20 0.11
H 7.44 1.41 3.86 0.11
H 6.26 -0.27 5.24 0.11
H 3.83 -0.60 4.97 0.12
N -7.66 2.15 4.46 0.13
C -6.43 1.59 4.22 -0.31
C -6.32 0.21 3.96 -0.01
C -5.09 -0.35 3.68 -0.04
C -3.96 0.47 3.64 -0.33
C -4.05 1.83 3.90 -0.06
C -5.28 2.39 4.18 -0.02
S -2.44 -0.26 3.27 0.62
O -2.14 -1.29 4.21 -0.26
O -1.46 0.84 3.06 -0.51
N -2.42 -0.73 1.73 -0.24
C -2.38 -2.04 1.31 -0.49
N -1.34 -2.19 0.49 0.02
C -1.11 -3.41 0.02 -0.09
C -1.94 -4.46 0.35 -0.01
C -3.01 -4.19 1.19 -0.08
N -3.24 -2.97 1.69 0.18
H -8.44 1.55 4.65 0.10
H -7.71 3.09 4.80 0.10
H -7.21 -0.41 3.98 0.12
H -5.01 -1.41 3.48 0.12
H -3.16 2.45 3.85 0.12
H -5.36 3.45 4.37 0.12
H -0.27 -3.53 -0.65 0.11
H -1.78 -5.45 -0.04 0.11
H -3.70 -4.96 1.49 0.12
F -0.61 -2.19 -2.66 0.13
C -1.49 -1.30 -3.13 -0.66
F -2.61 -1.94 -3.45 0.16
F -1.00 -0.74 -4.23 0.15
S -1.88 0.00 -1.87 0.55
O -3.02 -0.52 -1.16 -0.26
O -2.02 1.22 -2.61 -0.24
O -0.62 0.01 -1.01 -0.56
N -5.31 3.10 0.66 0.15
C -3.98 3.03 0.35 -0.34
C -3.22 1.90 0.72 -0.07
N -1.92 1.84 0.48 -0.08
C -1.36 2.87 -0.17 -0.20
C -2.12 3.97 -0.53 -0.08
N -3.42 4.06 -0.26 0.15
H -5.80 2.24 0.86 0.10
H -5.82 3.81 0.17 0.11
H -3.68 1.04 1.16 0.10
H -0.32 2.79 -0.44 0.06
H -1.67 4.79 -1.06 0.12
```



Molecular formula: C45H39BaIN4O2P2
Method: DFT, the ωB97M-V functional and the def2-TZVPD basis

**HOMO-LUMO gap**: 7.24 eV
**Total charge**: 0
**E_tot**: -84728.44209 eV
**Strongest force on any atom**: 0.4 eV Å⁻¹

Geometry as XYZ:
```
94
Properties=species:S:1:pos:R:3:lowdin_charge:R:1
Ba 1.05 0.05 -0.13 1.65
O 1.85 -1.58 1.55 -0.41
C 1.41 -0.87 2.56 -0.56
C 2.20 0.14 3.15 -0.06
C 1.67 1.02 4.08 -0.11
C 0.33 0.94 4.45 -0.11
C -0.47 -0.04 3.89 -0.05
C 0.05 -0.94 2.96 -0.19
C -0.80 -2.03 2.43 -0.15
N -2.06 -1.97 2.40 0.06
C -2.77 -3.17 1.96 -0.22
C -2.65 -3.43 0.45 -0.24
N -3.34 -2.44 -0.35 0.06
C -2.63 -1.49 -0.77 -0.14
C -3.08 -0.35 -1.57 -0.15
C -4.42 -0.25 -1.97 -0.05
C -4.87 0.83 -2.70 -0.11
C -3.95 1.84 -3.04 -0.09
C -2.64 1.75 -2.65 -0.03
C -2.15 0.66 -1.89 -0.41
O -0.91 0.63 -1.49 -0.47
H 3.24 0.21 2.85 0.11
H 2.31 1.78 4.51 0.10
H -0.08 1.64 5.18 0.10
H -1.51 -0.14 4.16 0.11
H -0.25 -2.92 2.10 0.13
H -3.83 -3.06 2.21 0.10
H -2.39 -4.05 2.48 0.11
H -3.08 -4.42 0.25 0.11
H -1.58 -3.48 0.20 0.09
H -1.56 -1.48 -0.51 0.07
H -5.09 -1.05 -1.68 0.11
H -5.90 0.90 -3.01 0.09
H -4.29 2.70 -3.61 0.10
H -1.93 2.53 -2.91 0.10
N 0.71 3.60 -1.38 -0.40
P 0.50 3.35 0.31 0.92
C 1.00 4.95 1.04 -0.37
C 1.13 6.12 0.30 -0.12
C 1.50 7.31 0.93 -0.08
C 1.74 7.32 2.29 -0.09
C 1.62 6.15 3.03 -0.08
C 1.26 4.97 2.40 -0.10
C -1.32 3.42 0.47 -0.35
C -2.04 4.56 0.12 -0.09
C -3.43 4.55 0.14 -0.08
C -4.11 3.41 0.53 -0.07
C -3.40 2.28 0.91 -0.06
C -2.02 2.29 0.88 -0.11
P 1.71 2.54 -2.29 0.89
C 3.19 3.54 -2.69 -0.38
C 4.20 2.90 -3.41 -0.11
C 5.36 3.58 -3.73 -0.09
C 5.54 4.90 -3.32 -0.09
C 4.55 5.53 -2.59 -0.08
C 3.38 4.85 -2.27 -0.09
C 0.84 2.54 -3.89 -0.37
C 0.64 3.73 -4.60 -0.09
C -0.09 3.71 -5.79 -0.08
C -0.59 2.51 -6.27 -0.08
C -0.37 1.33 -5.58 -0.07
C 0.34 1.35 -4.39 -0.11
H -0.12 3.92 -1.88 0.05
H 0.96 6.11 -0.77 0.09
H 1.60 8.22 0.35 0.10
H 2.03 8.25 2.78 0.10
H 1.82 6.17 4.10 0.10
H 1.18 4.05 2.98 0.09
H -1.53 5.47 -0.17 0.10
H -3.98 5.44 -0.15 0.10
H -5.19 3.40 0.54 0.11
H -3.92 1.37 1.21 0.12
H -1.50 1.37 1.14 0.08
H 4.07 1.87 -3.72 0.10
H 6.14 3.08 -4.30 0.10
H 6.45 5.42 -3.57 0.10
H 4.68 6.55 -2.25 0.10
H 2.61 5.34 -1.68 0.06
H 1.05 4.66 -4.24 0.11
H -0.25 4.63 -6.33 0.10
H -1.16 2.50 -7.20 0.10
H -0.77 0.39 -5.95 0.11
H 0.48 0.44 -3.82 0.09
I 4.33 -1.44 -1.28 0.90
C 2.77 -2.85 -1.46 -0.78
C 3.04 -4.20 -1.28 -0.11
C 1.98 -5.08 -1.44 -0.05
C 0.73 -4.59 -1.77 -0.05
C 0.57 -3.22 -1.91 -0.13
N 1.58 -2.36 -1.76 -0.08
H 4.03 -4.54 -1.02 0.10
H 2.14 -6.14 -1.30 0.11
H -0.12 -5.25 -1.90 0.11
H -0.39 -2.79 -2.16 0.11
```



Molecular formula: C45H39N3O2P2PdS
Method: DFT, the ωB97M-V functional and the def2-TZVPD basis

**HOMO-LUMO gap (spin up / spin down)**: 7.77 / 4.71 eV
**2S+1**: 5
**Total charge**: +4
**E_tot**: -88715.68131 eV
**Strongest force on any atom**: 0.8 eV Å⁻¹
**Energy above the lowest of the compared OMol25 structures with the same formula, charge and spin**: 0.526 eV
**⟨S²⟩**: 6.03

Geometry as XYZ:
```
93
Properties=species:S:1:pos:R:3:lowdin_spin:R:1
Pd 0.51 -0.99 -0.66 1.48
O -1.06 0.57 -0.01 0.17
S 0.11 1.29 0.68 0.09
C -0.37 1.64 2.35 0.02
C 0.35 2.63 3.01 0.01
C 0.08 2.91 4.34 0.01
C -0.89 2.18 5.01 0.01
C -1.58 1.17 4.35 0.02
C -1.33 0.87 3.01 0.06
P -2.36 -0.45 2.30 0.43
C -2.48 -1.76 3.48 0.08
C -3.64 -1.93 4.25 0.04
C -3.66 -2.92 5.22 0.00
C -2.55 -3.75 5.39 0.04
C -1.41 -3.59 4.60 0.00
C -1.38 -2.60 3.64 0.03
C -3.93 0.18 1.86 0.06
C -4.25 1.54 1.97 0.04
C -5.54 1.95 1.70 0.00
C -6.49 1.02 1.28 0.07
C -6.17 -0.33 1.15 0.00
C -4.89 -0.75 1.43 0.05
C 0.35 2.85 -0.13 0.01
C -0.05 4.07 0.38 0.01
C 0.26 5.23 -0.32 0.01
C 0.95 5.16 -1.52 0.01
C 1.30 3.93 -2.05 0.02
C 0.99 2.75 -1.37 0.04
P 1.19 1.18 -2.24 0.29
C 2.63 1.26 -3.24 0.07
C 2.63 0.84 -4.58 0.04
C 3.79 0.94 -5.32 0.01
C 4.95 1.43 -4.73 0.09
C 4.96 1.84 -3.40 0.00
C 3.81 1.74 -2.64 0.05
C -0.29 0.87 -3.17 0.07
C -1.33 1.81 -3.26 0.03
C -2.43 1.52 -4.04 0.01
C -2.52 0.30 -4.71 0.05
C -1.51 -0.64 -4.61 0.00
C -0.40 -0.37 -3.83 0.05
H 1.14 3.17 2.51 0.00
H 0.63 3.69 4.85 0.00
H -1.11 2.39 6.05 0.00
H -2.32 0.60 4.90 0.00
H -4.50 -1.29 4.12 0.00
H -4.53 -3.05 5.84 0.00
H -2.58 -4.54 6.14 0.00
H -0.56 -4.25 4.75 0.00
H -0.49 -2.48 3.02 0.00
H -3.51 2.27 2.29 0.00
H -5.81 2.99 1.81 0.00
H -7.50 1.36 1.05 0.00
H -6.93 -1.03 0.83 0.00
H -4.64 -1.80 1.32 0.00
H -0.60 4.14 1.31 0.00
H -0.05 6.19 0.07 0.00
H 1.21 6.07 -2.05 0.00
H 1.80 3.88 -3.02 0.00
H 1.72 0.49 -5.06 0.00
H 3.79 0.66 -6.37 0.00
H 5.86 1.50 -5.32 0.00
H 5.87 2.25 -2.96 0.00
H 3.82 2.07 -1.61 0.00
H -1.26 2.76 -2.75 0.00
H -3.21 2.26 -4.15 0.00
H -3.39 0.10 -5.32 0.00
H -1.59 -1.58 -5.14 0.00
H 0.40 -1.09 -3.76 0.00
C 2.76 -1.91 3.18 0.01
C 2.67 -1.60 1.72 0.01
O 1.56 -1.30 1.21 0.10
N 3.78 -1.62 1.00 0.00
C 3.81 -1.19 -0.39 0.00
C 3.35 -2.27 -1.34 0.01
C 4.22 -3.25 -1.76 0.01
C 3.79 -4.21 -2.67 0.00
C 2.49 -4.14 -3.14 0.00
C 1.67 -3.14 -2.66 0.01
N 2.07 -2.22 -1.77 0.12
H 1.79 -1.77 3.65 0.00
H 3.49 -1.26 3.66 0.00
H 3.08 -2.94 3.32 0.00
H 4.64 -1.88 1.46 0.00
H 4.82 -0.88 -0.64 0.00
H 3.16 -0.32 -0.48 0.00
H 5.24 -3.26 -1.39 0.00
H 4.46 -4.99 -3.00 0.00
H 2.11 -4.84 -3.87 0.00
H 0.65 -3.07 -3.01 0.00
N -1.19 -3.80 -0.65 0.01
C -0.77 -2.74 -0.79 0.10
H -1.59 -4.72 -0.60 0.00
```



> The highest total charge belongs to which entry?

C45H39N3O2P2PdS